(1)
{
  "formula": "C4H6NS",
  "method": "the ωB97M-V functional and the def2-TZVPD basis",
  "total_charge": 1,
  "gap_ha": [0.320, 0.320],
  "homo_energy_ev": [-15.13, -15.13],
  "e_above_lowest_ev": 3.408,
  "largest_force_ev_per_a": 5.9,
  "elements": ["S", "N", "C", "C", "C", "C", "H", "H", "H", "H", "H", "H"],
  "positions_angstrom": [[1.64312, 0.67053, -0.15756], [-0.37889, -0.82525, 0.12806], [-1.39069, -0.37103, -0.50414], [-1.18374, 1.10346, -0.12691], [1.85136, -0.98321, -0.02399], [-0.06736, 0.51202, 0.59297], [2.74191, -1.30448, -0.64815], [-2.12654, -0.90784, -1.09649], [-1.86506, 1.63619, 0.44676], [1.50649, -1.57573, 0.71927], [-0.76306, 1.45718, -1.10814], [0.03247, 0.58814, 1.77832]],
  "atomic_forces_ev_per_a": [[-0.625, -1.327, 0.353], [-1.069, -0.821, -0.324], [-1.233, 0.411, 0.645], [0.624, -1.206, -3.395], [3.989, 3.111, -2.942], [3.151, -0.685, 4.487], [-1.249, -0.091, 0.728], [0.162, 0.003, -0.075], [-1.393, 1.326, 0.330], [-1.120, -1.701, 1.956], [-0.887, 0.959, 0.830], [-0.349, 0.021, -2.592]]
}

=====

(2)
{
  "formula": "C3H7IO",
  "method": "the ωB97M-V functional and the def2-TZVPD basis",
  "total_charge": 0,
  "gap_ha": 0.351,
  "homo_energy_ev": -9.17,
  "e_above_lowest_ev": 1.099,
  "largest_force_ev_per_a": 5.4,
  "elements": ["I", "O", "C", "C", "C", "H", "H", "H", "H", "H", "H", "H"],
  "positions_angstrom": [[2.66041, 0.04712, -0.07947], [-0.31560, -0.45027, 0.65637], [-0.01713, 1.76660, 0.22137], [-0.59951, -1.69206, 0.12385], [0.33897, 0.34856, -0.18049], [-0.33420, 2.44206, -0.60955], [-0.74049, -2.66141, 0.77055], [0.21566, 0.13794, -1.31009], [-0.85001, 1.57768, 0.85190], [-1.40705, -1.61566, -0.64525], [0.27991, -2.20218, -0.48309], [0.76904, 2.30163, 0.68390]],
  "atomic_forces_ev_per_a": [[-0.954, 0.018, -0.002], [-0.113, -1.329, 0.979], [-0.117, 0.370, -1.683], [0.941, -4.760, -2.368], [1.201, 1.308, -2.499], [0.158, -0.900, 0.271], [-0.383, 2.737, -0.071], [-0.002, 0.033, 1.928], [-0.701, 0.621, 0.855], [0.284, -0.095, 0.837], [-1.021, 1.715, 0.870], [0.708, 0.281, 0.882]]
}

=====

(3)
{
  "formula": "C37H37Br4N4O5SV",
  "method": "the ωB97M-V functional and the def2-TZVPD basis",
  "total_charge": -1,
  "s_squared": 0.763,
  "gap_ha": [0.214, 0.231],
  "spin_multiplicity": 2,
  "homo_energy_ev": [-4.43, -4.52],
  "e_above_lowest_ev": 0.879,
  "largest_force_ev_per_a": 2.3,
  "elements": ["Br", "Br", "Br", "Br", "V", "S", "O", "O", "O", "O", "O", "N", "N", "N", "N", "C", "C", "C", "C", "C", "C", "C", "C", "C", "C", "C", "C", "C", "C", "C", "C", "C", "C", "C", "C", "C", "C", "C", "C", "C", "C", "C", "C", "C", "C", "C", "C", "C", "C", "C", "C", "C", "H", "H", "H", "H", "H", "H", "H", "H", "H", "H", "H", "H", "H", "H", "H", "H", "H", "H", "H", "H", "H", "H", "H", "H", "H", "H", "H", "H", "H", "H", "H", "H", "H", "H", "H", "H", "H"],
  "positions_angstrom": [[4.21700, 0.23925, -3.67078], [6.41415, 2.52634, 1.13663], [6.82382, 1.55490, -2.01524], [3.41642, 2.05541, 2.57626], [0.20749, -0.24094, -0.07763], [-0.34361, 3.29340, 1.91360], [-0.51661, 1.68862, -0.76468], [1.27945, 3.02216, -1.09911], [1.50501, 0.70561, 0.60490], [1.76704, 0.16746, -1.84344], [-0.17191, 4.75603, 1.64302], [-0.40172, -0.66235, 1.88134], [1.53350, -1.84617, 0.01812], [-0.22491, -1.31720, -1.70364], [-2.00862, -0.36767, -0.04463], [-1.67685, -0.86215, 2.20658], [-0.68192, 4.80513, -4.32943], [-4.86517, -0.81484, 2.32014], [-3.31041, -1.38737, 4.11923], [1.05117, -1.97180, 3.58764], [-2.06933, 4.87026, -4.29140], [-0.24357, 3.13006, 3.70177], [1.15391, -3.16723, 2.63852], [2.71047, 1.00351, 0.07582], [4.07230, 0.82327, -1.87938], [2.62357, -1.95995, 0.98470], [4.98468, 1.77309, 0.15632], [-2.76228, 0.08826, -1.21557], [-0.67421, 3.45640, -2.33017], [2.46374, -3.19796, 1.85878], [1.55280, -2.64827, -1.02610], [2.75253, -4.50155, -2.29126], [3.73661, 1.57919, 0.77149], [1.79141, -5.07438, -3.11407], [0.01039, 4.11095, -3.34785], [-1.02448, -0.73587, -2.77524], [-4.57632, -1.18646, 3.63522], [5.14215, 1.37410, -1.16828], [-2.06136, 3.53271, -2.29180], [2.81470, 0.64709, -1.28308], [0.39545, -2.45851, -1.91577], [-2.10909, 2.98803, 1.83387], [-4.04045, -0.58924, 1.24912], [0.13455, 2.67254, -1.31240], [0.52108, -4.56934, -3.32731], [-2.61638, -0.61386, 1.08336], [-2.50099, -0.77632, -2.43731], [-2.06791, -1.24300, 3.49966], [-0.05789, -3.40348, -2.85934], [-2.75824, 4.24055, -3.26332], [0.56613, -0.63401, 2.98327], [2.64716, -3.47317, -1.37672], [-0.70536, 0.30346, -2.87892], [-2.81919, -1.80809, -2.25347], [-5.92060, -0.69386, 2.09443], [-3.08260, -0.37847, -3.27351], [-2.41832, 3.26961, 0.82938], [2.03340, -1.77348, 4.03086], [0.31641, -3.14518, 1.93611], [-2.61290, 3.60906, 2.57593], [-4.58873, -0.33204, 0.36008], [3.56553, -3.24760, -0.85430], [3.59385, -1.95999, 0.48425], [1.41405, -0.06492, 2.62444], [2.62250, -1.07173, 1.60567], [-1.05122, -3.20533, -3.24086], [1.05966, -4.09045, 3.21527], [-3.83891, 4.30318, -3.21522], [-0.80299, -1.23568, -3.71721], [1.09142, 4.05892, -3.35086], [-2.30991, 1.92832, 1.99654], [-0.13773, 5.30277, -5.12296], [0.14350, -0.03413, 3.79751], [3.30736, -3.24728, 2.55495], [-1.25090, -1.46262, 4.16340], [-0.81353, 3.95061, 4.14066], [-2.39660, 1.08895, -1.43127], [2.07169, -5.96643, -3.66010], [-2.61106, 5.40879, -5.05953], [-3.24854, -1.69852, 5.15791], [-5.40862, -1.32672, 4.31318], [-0.10523, -5.14307, -4.00379], [3.73952, -4.95061, -2.34411], [0.80610, 3.20614, 3.98003], [0.40623, -2.26161, 4.41919], [-0.64302, 2.16104, 4.00744], [-3.83026, 0.15730, -1.04631], [-2.59816, 3.04135, -1.49121], [2.49871, -4.09295, 1.23195]],
  "atomic_forces_ev_per_a": [[0.010, 0.043, 0.020], [-0.028, -0.004, -0.016], [-0.001, 0.017, -0.011], [0.019, -0.038, -0.069], [-0.685, 0.089, -1.365], [0.281, 0.453, -0.082], [0.202, -0.441, -0.019], [0.075, -0.034, 0.042], [1.773, 1.117, 0.923], [-0.168, 0.140, 0.454], [-0.128, -0.333, 0.119], [-0.062, -0.038, -0.051], [-0.138, -0.212, 0.045], [-0.033, -0.326, -0.310], [-0.065, 0.337, 0.082], [-0.008, 0.043, -0.099], [0.001, -0.008, 0.035], [0.019, -0.037, 0.013], [0.116, -0.001, -0.003], [-0.080, -0.050, -0.013], [0.002, -0.036, 0.024], [0.018, -0.046, 0.120], [0.064, 0.056, -0.004], [-0.737, -0.133, 0.254], [0.016, -0.059, -0.023], [-0.072, 0.013, -0.029], [-0.050, -0.043, -0.080], [0.141, -0.183, -0.027], [-0.021, -0.039, -0.041], [-0.093, 0.001, -0.053], [-0.113, 0.037, 0.051], [-0.037, -0.026, 0.046], [0.236, 0.045, 0.185], [0.067, 0.002, 0.015], [-0.008, 0.043, -0.058], [-0.044, -0.046, 0.201], [-0.049, 0.011, -0.054], [-0.074, 0.015, 0.073], [-0.035, 0.023, -0.043], [-0.051, -0.119, -0.446], [0.044, 0.141, 0.020], [-0.133, -0.010, -0.050], [0.003, 0.007, 0.031], [-0.164, -0.082, 0.142], [-0.047, 0.080, -0.026], [0.046, -0.113, 0.010], [0.027, 0.000, 0.030], [-0.088, -0.005, 0.099], [-0.004, -0.168, -0.020], [0.038, 0.023, 0.021], [0.059, 0.062, -0.055], [-0.004, -0.039, -0.067], [0.029, 0.004, -0.006], [-0.036, 0.006, -0.030], [-0.003, 0.000, 0.003], [-0.008, -0.020, -0.005], [-0.003, -0.037, -0.013], [-0.006, -0.018, 0.008], [-0.026, -0.037, 0.024], [-0.035, -0.006, -0.042], [-0.020, -0.003, -0.008], [-0.005, -0.047, 0.045], [0.038, 0.042, -0.017], [-0.008, 0.021, 0.004], [0.025, 0.015, -0.016], [0.001, -0.002, -0.007], [0.004, 0.000, 0.005], [0.001, -0.005, -0.005], [0.001, -0.014, -0.031], [-0.008, -0.003, 0.011], [0.006, 0.012, 0.019], [-0.004, -0.015, -0.008], [-0.020, 0.000, 0.009], [0.005, -0.016, -0.005], [0.000, 0.020, 0.018], [0.004, -0.038, 0.022], [-0.014, -0.060, 0.021], [0.009, 0.014, -0.015], [0.000, 0.020, 0.013], [0.016, 0.016, 0.005], [-0.005, -0.014, -0.017], [-0.002, 0.013, -0.011], [-0.003, -0.019, 0.025], [-0.014, 0.006, 0.003], [0.013, 0.020, 0.021], [0.021, 0.021, 0.004], [-0.035, -0.024, 0.020], [0.012, 0.034, -0.004], [0.038, -0.018, 0.025]]
}

=====

(4)
{
  "formula": "C34H29Cl5N2O3P2PdS2",
  "method": "the ωB97M-V functional and the def2-TZVPD basis",
  "total_charge": 0,
  "gap_ha": 0.252,
  "homo_energy_ev": -7.30,
  "e_above_lowest_ev": 0.000,
  "largest_force_ev_per_a": 0.6,
  "elements": ["Pd", "Cl", "Cl", "Cl", "Cl", "Cl", "S", "S", "P", "P", "O", "O", "O", "N", "N", "C", "C", "C", "C", "C", "C", "C", "C", "C", "C", "C", "C", "C", "C", "C", "C", "C", "C", "C", "C", "C", "C", "C", "C", "C", "C", "C", "C", "C", "C", "C", "C", "C", "C", "H", "H", "H", "H", "H", "H", "H", "H", "H", "H", "H", "H", "H", "H", "H", "H", "H", "H", "H", "H", "H", "H", "H", "H", "H", "H", "H", "H", "H"],
  "positions_angstrom": [[0.89855, 0.87009, -0.80881], [-4.32813, -1.22556, 0.37945], [-1.28000, -1.60882, 0.21170], [-3.84664, 3.75954, -1.58886], [-5.63619, 1.42165, -0.58486], [-0.76695, 3.44670, -1.65241], [2.77118, 2.37842, -1.19413], [3.96576, 4.77372, 0.01868], [0.58609, 0.39296, -2.95197], [2.03348, 0.09385, 2.73699], [1.71185, -1.80863, -0.31787], [2.16136, -2.28003, 1.73999], [4.22426, 2.32223, 0.96717], [1.79740, -1.49480, 0.85274], [1.50967, -0.22210, 1.20814], [-1.73980, 2.12743, -1.09275], [5.92774, -0.66736, 1.94100], [3.72673, 3.14102, 0.02464], [6.50266, -0.72002, 3.20363], [5.08683, 2.88917, 1.95901], [-0.36211, -1.93776, 6.06977], [4.57173, -0.42296, 1.80401], [3.78662, -0.24011, 2.93946], [-3.12237, 2.29181, -1.05888], [1.71746, 1.85400, 2.93644], [1.13305, -0.71533, 4.07508], [-0.03344, -0.11398, 4.54487], [-1.49530, 1.49162, -4.46719], [-3.92521, 1.25104, -0.60332], [1.54595, -1.93600, 4.60745], [-1.07897, 0.43381, -3.66517], [-3.29555, -0.50955, -3.78490], [0.77302, 3.94301, 2.19740], [5.72135, -0.53844, 4.33602], [-3.33367, 0.06692, -0.17402], [-3.70882, 0.55843, -4.57196], [-1.94733, -0.07435, -0.23355], [-1.98841, -0.57164, -3.33330], [2.01600, 3.84907, 4.25310], [-1.11849, 0.93970, -0.71219], [2.22885, 2.49414, 4.06490], [0.97165, 2.58318, 2.01480], [1.17803, -1.28934, -3.26626], [4.36012, -0.30700, 4.20659], [-0.78231, -0.72913, 5.53656], [-2.80745, 1.55298, -4.91709], [1.29702, 4.57605, 3.31304], [1.59030, 1.42887, -4.04387], [0.80222, -2.53799, 5.60792], [0.53474, 2.09752, 1.15427], [7.56380, -0.90695, 3.30574], [5.97740, 3.30340, 1.48855], [6.16744, -0.58741, 5.32046], [6.53718, -0.80818, 1.05840], [1.36928, 2.48246, -3.88017], [-3.99599, -1.28823, -3.51134], [1.09600, -1.50705, -4.33209], [3.74838, -0.19908, 5.09393], [1.14919, 5.63915, 3.44971], [4.13099, -0.34856, 0.81822], [-3.12515, 2.38689, -5.52908], [-0.94422, -2.41633, 6.84667], [2.21475, -1.36191, -2.94154], [1.41615, 1.15812, -5.08629], [-1.69058, -0.26137, 5.89225], [4.57783, 3.68357, 2.50192], [1.12554, -3.48482, 6.01961], [2.43775, -2.41564, 4.22994], [2.63629, 1.27056, -3.78477], [0.59936, -2.00647, -2.68771], [2.42291, 4.34083, 5.12665], [5.34732, 2.06837, 2.62190], [-1.68196, -1.39714, -2.70047], [0.21816, 4.50365, 1.45692], [2.80510, 1.93963, 4.79534], [-0.80917, 2.28650, -4.72553], [-0.35978, 0.83430, 4.13669], [-4.73449, 0.61400, -4.91270]],
  "atomic_forces_ev_per_a": [[0.144, 0.121, 0.355], [-0.008, 0.006, 0.001], [0.009, 0.043, -0.023], [0.005, 0.001, -0.007], [-0.001, 0.008, 0.000], [0.034, 0.046, -0.015], [0.189, -0.145, -0.394], [0.125, -0.067, -0.001], [0.052, 0.309, -0.173], [-0.210, 0.130, 0.146], [0.024, 0.026, -0.028], [-0.125, 0.071, -0.018], [0.005, 0.033, -0.111], [0.184, -0.159, 0.147], [0.054, 0.051, -0.295], [-0.031, 0.001, 0.077], [-0.020, 0.012, -0.004], [-0.261, -0.044, 0.301], [0.004, 0.006, 0.010], [-0.049, 0.034, -0.044], [0.005, -0.004, 0.002], [0.016, 0.013, -0.002], [-0.004, -0.031, -0.003], [0.007, 0.022, -0.015], [0.006, 0.019, -0.037], [-0.030, 0.029, -0.042], [-0.013, 0.000, -0.021], [-0.020, 0.006, 0.041], [0.004, -0.037, 0.013], [0.009, 0.015, -0.023], [-0.006, -0.040, 0.001], [-0.002, 0.003, 0.003], [-0.011, 0.014, -0.011], [0.013, 0.002, 0.003], [-0.001, 0.016, 0.000], [-0.003, 0.006, -0.005], [-0.077, 0.077, -0.073], [0.016, -0.017, -0.039], [0.006, -0.002, -0.009], [-0.052, -0.509, 0.278], [0.051, -0.009, -0.023], [0.015, -0.016, 0.093], [-0.020, -0.017, 0.017], [0.003, -0.007, -0.010], [0.006, 0.008, -0.006], [-0.006, 0.003, 0.006], [0.003, -0.001, 0.003], [-0.033, -0.069, -0.087], [-0.001, -0.007, 0.007], [-0.046, 0.049, 0.016], [0.000, -0.001, 0.001], [0.008, 0.003, -0.003], [0.002, 0.001, 0.000], [-0.002, -0.001, 0.000], [-0.003, -0.002, 0.010], [-0.002, -0.004, 0.002], [0.001, -0.013, 0.004], [0.002, 0.009, 0.000], [0.005, -0.001, -0.003], [0.018, 0.005, 0.006], [-0.001, 0.001, -0.001], [0.001, -0.001, -0.001], [0.008, 0.010, 0.009], [0.007, 0.013, 0.000], [0.001, 0.000, -0.002], [-0.031, 0.003, 0.009], [0.001, 0.001, 0.000], [0.007, -0.012, -0.021], [0.013, 0.010, -0.008], [0.001, -0.001, 0.006], [0.002, -0.001, 0.004], [0.000, -0.034, 0.014], [-0.009, 0.009, -0.021], [0.002, -0.011, -0.009], [0.006, -0.001, 0.007], [0.010, 0.012, -0.005], [-0.001, 0.007, 0.000], [-0.001, 0.001, -0.001]]
}

=====

(5)
{
  "formula": "C4H6N2",
  "method": "the ωB97M-V functional and the def2-TZVPD basis",
  "total_charge": 0,
  "gap_ha": 0.230,
  "homo_energy_ev": -6.30,
  "e_above_lowest_ev": 7.238,
  "largest_force_ev_per_a": 0.6,
  "elements": ["N", "N", "C", "C", "C", "C", "H", "H", "H", "H", "H", "H"],
  "positions_angstrom": [[-0.27686, -0.94219, 0.22406], [2.00610, 0.23170, 0.08147], [-1.74807, -0.68948, 0.06234], [0.51148, 0.07829, 0.01886], [-2.09435, 0.55064, -0.27415], [0.93548, 1.28187, -0.18307], [-2.26807, -1.62198, 0.30687], [2.46968, 0.15999, 0.98890], [0.11384, -1.86913, 0.11612], [0.97579, 2.34437, -0.32940], [-3.19427, 0.61410, -0.32842], [2.56926, -0.13816, -0.68357]],
  "atomic_forces_ev_per_a": [[0.034, -0.005, -0.104], [0.457, -0.280, 0.058], [0.108, 0.350, -0.065], [0.172, 0.404, -0.082], [-0.276, -0.541, 0.131], [-0.190, -0.233, 0.057], [-0.016, 0.207, -0.073], [-0.171, 0.084, -0.143], [-0.050, 0.119, 0.084], [-0.091, -0.240, 0.055], [0.195, 0.031, 0.003], [-0.172, 0.105, 0.081]]
}

=====

(6)
{
  "formula": "C3H5NOS2",
  "method": "the ωB97M-V functional and the def2-TZVPD basis",
  "total_charge": 0,
  "gap_ha": 0.341,
  "homo_energy_ev": -8.60,
  "e_above_lowest_ev": 1.187,
  "largest_force_ev_per_a": 2.8,
  "elements": ["S", "S", "O", "N", "C", "C", "C", "H", "H", "H", "H", "H"],
  "positions_angstrom": [[2.10762, -0.26236, -0.41398], [-3.00892, 0.02129, -0.24166], [-0.26280, 0.88114, -0.07477], [-1.65164, -0.91754, -0.06944], [0.69620, -1.28386, 0.08329], [1.10564, 1.16572, 0.10326], [-0.53139, -0.43819, -0.07266], [0.61536, -2.22005, -0.47978], [1.31983, 2.08164, -0.52071], [0.78124, -1.54690, 1.14362], [1.28482, 1.31343, 1.14447], [-2.45595, 1.20567, -0.60164]],
  "atomic_forces_ev_per_a": [[-0.507, -0.007, -0.325], [-0.750, 0.596, -0.081], [-0.069, 0.338, -0.471], [-2.348, -1.446, -0.430], [0.368, -0.641, 0.404], [0.461, 1.080, -1.260], [2.684, 0.425, 0.477], [0.079, 0.400, 0.014], [0.045, -1.028, 0.860], [0.058, -0.024, -0.088], [0.132, 0.480, 0.748], [-0.153, -0.171, 0.152]]
}